#a
ORCA calculation (ωB97M-V with the def2-TZVPD basis set) on the molecule C14H18N2O5.

* molar mass: 294.31 g/mol
* HOMO-LUMO gap: 10.0134 eV
* HOMO: -9.73 eV
* SMILES: N[C@@H](Cc1ccccc1)C(=O)N[C@@H](CCC(=O)O)C(=O)O
* total charge: 0
* 2S+1: 1
* E_LUMO: 0.2799 eV

Each line ends with the Mulliken charge.
Positions of all 39 atoms, in Å:
C: -1.147 0.217 -0.114  0.73
C: 0.200 0.703 0.378  -0.08
C: -2.224 0.400 0.949  -1.12
C: -3.597 0.051 0.335  0.29
C: -4.247 1.023 -0.402  -0.14
C: -4.214 -1.194 0.488  -0.10
C: -5.490 0.779 -0.973  -0.75
C: -5.494 -1.443 -0.018  -0.79
C: -6.104 -0.457 -0.772  -0.25
C: 2.593 0.407 0.418  0.14
C: 3.075 1.733 -0.246  0.47
C: 3.511 -0.755 0.183  -0.99
C: 4.911 -0.603 0.796  -0.79
C: 6.016 -1.034 -0.176  0.40
H: -1.068 -1.852 0.061  0.24
H: -1.850 -1.275 -1.261  0.33
H: -1.357 0.907 -0.937  0.22
H: -2.056 -0.215 1.819  0.48
H: -2.193 1.472 1.226  0.33
H: -3.769 1.982 -0.498  0.40
H: -3.710 -1.972 1.041  0.35
H: -6.002 1.504 -1.578  0.40
H: -5.940 -2.428 0.054  0.36
H: -7.083 -0.626 -1.214  0.35
H: 1.154 -0.677 -0.773  0.44
H: 2.474 0.583 1.519  0.34
H: 3.600 -0.878 -0.928  0.46
H: 2.979 -1.614 0.604  0.47
H: 5.102 0.485 1.049  0.41
H: 5.070 -1.236 1.659  0.38
H: 5.443 0.433 -1.202  0.49
H: 1.623 2.638 0.543  0.45
N: -1.022 -1.143 -0.694  -0.69
N: 1.292 0.089 -0.096  -0.18
O: 0.257 1.691 1.108  -0.81
O: 4.102 1.775 -0.914  -0.64
O: 6.783 -1.939 0.008  -0.57
O: 6.006 -0.366 -1.356  -0.49
O: 2.374 2.832 -0.083  -0.52

#b
ORCA calculation (ωB97M-V with the def2-TZVPD basis set) on the molecule C14H18N2O5.

* molar mass: 294.31 g/mol
* HOMO-LUMO gap: 9.9358 eV
* HOMO: -9.53 eV
* SMILES: N[C@@H](CCC(=O)O)C(=O)N[C@@H](Cc1ccccc1)C(=O)O
* total charge: 0
* 2S+1: 1
* E_LUMO: 0.4021 eV

Each line ends with the Mulliken charge.
Positions of all 39 atoms, in Å:
C: -2.002 0.343 1.079  -0.26
C: -2.007 1.338 -0.081  0.17
C: -1.934 -1.142 0.807  -0.61
C: -3.275 -1.795 0.401  -0.86
C: -3.822 -1.025 -0.733  0.51
C: 0.363 1.212 -0.473  0.21
C: 0.887 2.523 0.149  0.58
C: 1.239 0.456 -1.467  -0.91
C: 2.457 -0.161 -0.708  -0.18
C: 2.200 -1.250 0.142  0.16
C: 3.731 0.250 -1.004  -0.08
C: 3.298 -1.909 0.738  -0.75
C: 4.796 -0.397 -0.442  -0.47
C: 4.629 -1.459 0.447  -0.43
H: -3.907 0.695 1.492  0.35
H: -2.862 1.441 2.573  0.33
H: -0.979 0.481 1.467  0.76
H: -1.534 -1.657 1.685  0.45
H: -1.307 -1.311 -0.070  0.14
H: -4.011 -1.709 1.208  0.36
H: -3.058 -2.822 0.163  0.47
H: -3.654 -0.711 -2.524  0.34
H: -0.902 2.378 -1.332  0.41
H: 0.354 0.581 0.420  -0.04
H: 0.592 -0.356 -1.909  0.24
H: 1.578 1.083 -2.307  0.40
H: 1.186 -1.548 0.344  0.35
H: 3.836 1.151 -1.597  0.37
H: 3.147 -2.799 1.388  0.35
H: 5.843 -0.062 -0.640  0.30
H: 5.533 -1.946 0.872  0.35
H: 2.197 1.559 0.872  0.37
N: -3.054 0.576 2.037  -0.69
N: -0.966 1.460 -0.896  0.01
O: -3.044 1.945 -0.297  -0.63
O: -4.783 -0.299 -0.725  -0.56
O: -3.137 -1.189 -1.853  -0.44
O: 0.420 3.602 -0.161  -0.59
O: 1.950 2.475 0.937  -0.51

Energetically preferred structure: #a | next structure: +34.3 kcal/mol

#a
ORCA calculation (ωB97M-V with the def2-TZVPD basis set) on the molecule C9H11NOS.

* molar mass: 181.26 g/mol
* HOMO-LUMO gap: 9.5089 eV
* HOMO: -8.71 eV
* SMILES: Cc1cccnc1O[C@@]1(C)CS1
* total charge: 0
* 2S+1: 1
* E_LUMO: 0.7956 eV

Each line ends with the Mulliken charge.
Positions of all 23 atoms, in Å:
C: 1.999 -2.439 0.284  -0.60
C: 1.180 -2.217 1.316  -0.48
C: 1.878 -1.587 -0.772  -0.41
C: 0.326 -1.169 1.264  0.55
C: 0.227 -0.395 0.057  0.46
C: -1.589 2.668 -0.262  -1.21
C: -0.812 1.550 -0.864  1.10
C: -0.667 -0.784 2.336  -1.19
C: -0.637 1.425 -2.337  -1.07
N: 1.085 -0.600 -0.923  -0.38
O: -0.828 0.392 -0.089  -0.28
S: 0.161 3.017 -0.112  -0.18
H: 2.619 -3.304 0.279  0.40
H: 1.044 -2.827 2.163  0.45
H: 2.672 -1.591 -1.531  0.34
H: -2.093 3.338 -0.915  0.36
H: -1.933 2.323 0.645  0.39
H: -1.694 -1.005 1.901  0.24
H: -0.578 0.262 2.444  0.29
H: -0.448 -1.270 3.356  0.35
H: -0.699 2.456 -2.731  0.37
H: -1.501 0.804 -2.916  0.22
H: 0.288 0.952 -2.593  0.31

#b
ORCA calculation (ωB97M-V with the def2-TZVPD basis set) on a 2-piece molecular cluster, C9H11NOS overall.

* molar mass: 181.26 g/mol
* HOMO-LUMO gap: 8.8143 eV
* HOMO: -9.09 eV
* total charge: 0
* 2S+1: 1
* E_LUMO: -0.2792 eV

Each line ends with the Mulliken charge.
Positions of all 23 atoms, in Å:
C: 1.484 0.905 -2.714  -0.42
C: 1.269 2.008 -1.949  -0.41
C: 0.645 -0.167 -2.532  -0.48
C: 0.161 2.090 -1.067  -0.36
C: -0.392 -0.181 -1.633  -0.37
C: -0.619 0.989 -0.823  0.52
C: 0.424 -1.658 1.526  -0.28
C: 0.700 -2.437 2.928  -0.40
C: -1.624 1.091 0.234  -0.57
N: -0.462 -1.580 2.543  -0.42
O: -3.990 1.338 1.235  -0.52
S: -3.219 1.216 -0.010  0.36
H: 2.352 0.762 -3.436  0.29
H: 1.878 2.856 -1.911  0.44
H: 0.884 -1.029 -3.008  0.45
H: -0.008 3.147 -0.784  0.32
H: -0.923 -1.113 -1.368  0.44
H: 1.102 -0.854 1.227  0.25
H: 0.084 -2.318 0.732  0.13
H: 1.510 -2.089 3.505  0.27
H: 0.643 -3.546 2.956  0.22
H: -1.346 1.351 1.261  0.32
H: -0.554 -0.781 3.089  0.23

Energetically preferred structure: #a | next structure: +51.7 kcal/mol

#a
ORCA calculation (ωB97M-V with the def2-TZVPD basis set) on the molecule C5H6S2.

* molar mass: 130.24 g/mol
* HOMO-LUMO gap: 8.3240 eV
* HOMO: -8.76 eV
* SMILES: CC1=CCSC1=S
* total charge: 0
* 2S+1: 1
* E_LUMO: -0.4317 eV

Each line ends with the Mulliken charge.
Positions of all 13 atoms, in Å:
C: -0.775 0.657 -0.021  -0.59
C: -0.009 -0.443 -0.078  0.54
C: 1.452 -0.303 -0.097  0.29
C: 0.053 1.997 0.000  -0.61
C: -0.611 -1.782 0.009  -1.19
S: 2.584 -1.413 -0.061  -0.30
S: 1.740 1.453 -0.071  -0.16
H: -1.822 0.854 0.224  0.32
H: -0.243 2.782 -0.735  0.39
H: -0.276 2.417 0.879  0.37
H: -0.179 -2.317 -0.892  0.31
H: -1.678 -1.547 -0.042  0.32
H: -0.235 -2.357 0.885  0.31

#b
ORCA calculation (ωB97M-V with the def2-TZVPD basis set) on the molecule C5H6S2.

* molar mass: 130.24 g/mol
* HOMO-LUMO gap: 8.3325 eV
* HOMO: -8.37 eV
* SMILES: S=C1C[C@H]2C[C@@H]2S1
* total charge: 0
* 2S+1: 1
* E_LUMO: -0.0346 eV

Each line ends with the Mulliken charge.
Positions of all 13 atoms, in Å:
C: -0.878 -0.167 0.016  0.27
C: -0.062 0.354 1.307  -0.76
C: 1.175 0.867 0.643  -0.13
C: 2.619 0.713 0.282  -0.38
C: 1.588 -0.095 -0.533  -0.15
H: -0.741 0.904 1.964  0.41
H: 0.148 -0.685 1.879  0.25
H: 0.807 1.854 0.184  0.19
H: 3.433 0.271 0.981  0.28
H: 2.811 1.657 -0.161  0.22
H: 2.209 -1.085 -0.400  0.27
S: -2.326 -0.661 0.486  -0.28
S: 0.119 -0.148 -1.406  -0.19

#c
ORCA calculation (ωB97M-V with the def2-TZVPD basis set) on C5H6S2 as an isolated structure.

* molar mass: 130.24 g/mol
* HOMO-LUMO gap: 8.5375 eV
* HOMO: -8.15 eV
* total charge: 0
* 2S+1: 1
* E_LUMO: 0.3860 eV

Each line ends with the Mulliken charge.
Positions of all 13 atoms, in Å:
C: 0.957 0.945 -0.104  -0.18
C: -0.488 1.059 0.270  -0.41
C: -1.006 -1.358 0.624  -0.50
C: 0.164 -1.056 1.312  -0.42
C: 0.586 0.463 1.139  0.22
H: 0.338 -1.116 -1.549  0.14
H: 1.403 1.982 -0.034  0.30
H: -0.860 2.062 0.502  0.34
H: -1.248 -2.328 0.660  0.47
H: 0.943 -1.890 1.528  0.24
H: 1.268 1.158 1.826  0.23
S: 1.632 0.010 -1.387  -0.28
S: -1.827 -0.021 -0.011  -0.14

#d
ORCA calculation (ωB97M-V with the def2-TZVPD basis set) on the molecule C5H6S2.

* molar mass: 130.24 g/mol
* HOMO-LUMO gap: 8.4493 eV
* HOMO: -8.63 eV
* total charge: 0
* 2S+1: 1
* E_LUMO: -0.1807 eV

Each line ends with the Mulliken charge.
Positions of all 13 atoms, in Å:
C: -0.772 -0.228 -1.252  -0.20
C: 0.197 -1.061 -0.972  -0.39
C: -1.961 0.506 0.808  -0.56
C: -1.324 0.770 -0.366  -0.33
C: 2.177 0.110 0.033  -0.13
S: 1.125 -1.142 0.571  -0.07
S: 3.147 0.837 1.239  -0.13
H: -1.174 -0.422 -2.180  0.42
H: 0.724 -1.635 -1.697  0.45
H: -2.534 1.205 1.378  0.29
H: -1.871 -0.525 1.254  0.18
H: -1.275 1.671 -0.876  0.35
H: 3.541 -0.087 2.061  0.10

Energetically preferred structure: #a | next structure: +71.9 kcal/mol

#a
ORCA calculation (ωB97M-V with the def2-TZVPD basis set) on C5H6S2 as an isolated structure.

* molar mass: 130.24 g/mol
* HOMO-LUMO gap: 9.2497 eV
* HOMO: -8.52 eV
* total charge: 0
* 2S+1: 1
* E_LUMO: 0.7268 eV

Each line ends with the Mulliken charge.
Positions of all 13 atoms, in Å:
C: 0.321 1.198 0.254  -0.92
C: 0.522 -0.101 1.061  -0.31
C: 0.437 0.411 -1.002  -0.16
C: -0.612 -0.722 -0.889  -0.35
C: -0.696 -0.961 0.553  -0.15
H: -0.658 1.734 0.238  0.28
H: 1.178 1.838 0.374  0.33
H: 0.605 -0.108 2.142  0.50
H: 0.580 1.055 -1.855  0.48
H: -0.678 -1.569 -1.585  0.37
H: -0.681 -2.025 0.931  0.36
S: 1.833 -0.607 -0.164  -0.23
S: -2.149 -0.143 -0.057  -0.22

#b
ORCA calculation (ωB97M-V with the def2-TZVPD basis set) on the molecule C5H6S2.

* molar mass: 130.24 g/mol
* HOMO-LUMO gap: 8.4082 eV
* HOMO: -8.54 eV
* SMILES: S=C1SC[C@@H]2C[C@@H]12
* total charge: 0
* 2S+1: 1
* E_LUMO: -0.1316 eV

Each line ends with the Mulliken charge.
Positions of all 13 atoms, in Å:
C: 0.530 -0.497 -0.113  -0.02
C: -0.959 1.782 -0.203  -0.67
C: -1.214 0.702 0.860  -0.15
C: -0.855 0.215 2.232  -0.46
C: 0.224 0.220 1.151  0.01
H: -0.352 2.657 0.155  0.31
H: -1.862 2.017 -0.731  0.38
H: -1.805 -0.069 0.391  0.26
H: -0.770 0.908 3.097  0.23
H: -1.195 -0.778 2.495  0.24
H: 0.933 1.090 1.312  0.19
S: 1.104 -1.983 -0.452  -0.24
S: 0.064 0.711 -1.441  -0.07

Energetically preferred structure: #a | next structure: +26.6 kcal/mol